No. 1
Below is a 12-piece molecular cluster, C28H82N2O12 overall at a distorted geometry, with properties calculated with ωB97M-V/def2-TZVPD.

The geometry in XYZ format:
```
124
Properties=species:S:1:pos:R:3:forces:R:3:mulliken_charge:R:1
C -3.7925 -3.7616 2.4480 0.2719 -0.6713 0.1017 -0.897
O -4.2688 -2.4497 2.4036 -0.2765 0.0329 0.0760 -0.313
C -4.2700 -1.8691 3.6878 0.7275 0.5388 -0.3331 0.007
C -5.3265 -0.7837 3.8291 1.3147 0.7460 0.3599 0.235
C -5.1158 0.3544 2.8112 0.4404 0.0109 0.6156 -0.969
N -5.2607 -0.2658 5.2247 -0.5533 0.0083 -0.6011 -0.695
H -2.8552 -3.8861 3.0100 0.0501 0.3711 -0.0363 0.310
H -3.6133 -4.0544 1.4344 0.1535 -0.2905 -0.6533 0.282
H -4.4889 -4.4911 2.8895 -0.2245 0.3449 0.0189 0.363
H -4.4908 -2.6191 4.4227 -0.0987 -0.6118 0.5872 0.444
H -3.2295 -1.4930 3.8834 -0.7876 0.0485 0.1253 -0.267
H -6.2893 -1.2354 3.6670 -0.5106 -0.1703 -0.0214 0.436
H -5.9484 1.0521 2.8642 -0.1137 -0.0252 -0.1882 0.389
H -4.9628 -0.0245 1.7973 -0.2338 -0.0184 0.1010 0.183
H -4.2128 0.9308 3.0818 -0.2184 -0.3060 -0.0296 -0.017
H -4.3058 -0.2363 5.5585 0.1194 0.0779 -0.0864 0.228
H -5.8045 -0.8375 5.8615 0.1200 -0.0023 -0.1308 0.286
C 0.8597 0.3373 -2.0095 0.0143 -0.2339 -0.0017 -0.756
O 0.4897 -0.2946 -0.7752 -0.5032 0.7452 -0.9785 0.473
C -0.9364 -0.3026 -0.7314 0.2979 -0.1487 -0.3701 -1.167
C -1.3890 -0.9635 0.5167 0.2987 -0.9942 0.8127 1.066
C -1.1034 -0.0882 1.7268 0.4047 0.0456 -0.1286 0.167
N -0.7616 -2.3078 0.6143 -0.4485 -0.0143 -0.7134 -0.208
H 0.2073 0.0021 -2.8416 0.3713 0.0831 0.3751 0.179
H 1.8901 0.0512 -2.2120 0.0688 0.0733 -0.0740 0.063
H 0.7938 1.4392 -1.9551 -0.0366 -0.2903 0.1445 0.113
H -1.3480 0.7216 -0.7273 0.1740 -0.1012 -0.3283 -0.100
H -1.3136 -0.8658 -1.6032 0.0990 0.2746 0.1009 0.511
H -2.4670 -1.1144 0.3881 0.0374 -0.0756 0.2803 -0.022
H -1.5138 0.9215 1.6071 0.1000 -0.1359 0.0111 0.337
H -0.0153 -0.0475 1.8820 -0.2114 0.2352 -0.0971 -0.667
H -1.5201 -0.5107 2.6185 -0.3476 -0.2622 0.5412 -0.273
H -1.0410 -2.8456 1.4152 -0.2852 0.1566 0.4563 -0.028
H 0.2493 -2.3295 0.6150 0.0818 0.6539 0.0488 0.157
C 3.8242 1.9764 -1.0421 0.8548 -0.5817 0.3899 -0.279
C 4.8627 2.8935 -0.3920 0.5832 -0.2353 0.1602 -0.628
O 6.1609 2.7757 -1.0046 -0.5689 -0.1563 0.1557 -0.596
H 3.6012 2.2578 -2.0626 0.2120 0.2497 -0.4218 0.677
H 2.8643 1.9580 -0.5395 0.0140 0.0228 0.4453 -0.227
H 4.2658 0.9587 -1.0598 -0.4449 0.4065 -0.0176 0.189
H 5.0805 2.6769 0.6630 -0.4603 -0.2064 -0.2868 0.178
H 4.5732 3.9311 -0.4319 -0.4074 0.5182 -0.0556 0.344
H 6.0009 2.9034 -1.9379 0.2430 0.0568 -0.4965 0.321
C 4.3304 -0.2077 1.6494 0.7305 0.0134 0.3739 -1.139
C 2.8708 -0.5849 1.7186 -0.2616 0.6646 0.3262 0.832
O 2.6657 -1.9835 1.7680 -0.0723 -0.9211 0.1070 -0.446
H 4.8611 -0.5842 2.5516 -0.2272 0.1435 -0.6290 0.386
H 4.5168 0.8781 1.5813 -0.4446 -0.4728 0.1403 -0.007
H 4.7855 -0.6413 0.7507 0.0544 -0.0814 0.1593 0.425
H 2.3015 -0.1675 0.8881 -0.0208 0.1540 -0.0420 -0.386
H 2.4254 -0.2356 2.6593 0.0805 0.1747 -0.2578 0.037
H 3.0790 -2.4217 1.0166 0.0318 0.1703 -0.0374 0.243
C 1.2450 1.4340 -5.7361 -0.7834 0.1752 0.4893 -0.110
C 0.3672 0.2518 -6.0966 0.8609 -1.2143 -1.4275 -0.522
O -0.6365 0.0337 -5.1570 -0.4830 0.4572 1.1101 -0.391
H 2.0676 1.1490 -5.0576 -0.3705 0.2702 -0.3360 -0.356
H 0.5538 2.1325 -5.2215 0.6191 -0.0737 -0.1599 0.051
H 1.6198 1.9289 -6.6365 0.1566 -0.1333 0.2367 0.362
H 0.9580 -0.6882 -6.1698 0.0966 0.4811 -0.0813 0.327
H -0.1063 0.3578 -7.0888 0.2904 0.3706 0.1649 0.422
H -1.2579 -0.5702 -5.5519 -0.4325 -0.3201 0.0408 0.232
C 1.8638 -4.9345 4.3391 0.5110 -1.3654 0.2912 -1.063
C 0.8024 -4.6539 3.2956 -0.6240 -1.0672 0.6293 -0.351
O 0.4329 -3.3054 3.3064 -0.0794 0.2975 -0.2090 -0.083
H 2.8149 -4.4257 4.1364 -0.2500 0.0539 -0.0387 0.265
H 2.0968 -6.0471 4.3452 -0.2757 1.2240 0.1529 0.358
H 1.5061 -4.6278 5.3439 0.1940 -0.2243 -0.5980 0.234
H -0.0872 -5.2505 3.5444 0.0478 0.2437 0.0583 0.305
H 1.0632 -4.9981 2.2927 0.4134 0.0977 -0.1323 0.335
H 1.2194 -2.8794 2.9530 0.0870 0.8034 -0.1903 0.020
C 0.3096 3.2961 1.4329 0.7343 -0.0170 -0.0292 -0.263
C 1.3970 3.2523 2.5455 -0.3571 -0.5576 -0.9275 -0.509
O 2.7057 2.9678 1.9651 -0.6081 0.6118 0.3591 -0.389
H -0.6346 3.6231 1.8631 -0.2316 -0.3153 0.2030 0.563
H 0.2085 2.3257 0.9497 -0.1408 -0.0194 0.0061 -0.408
H 0.5110 4.0395 0.6396 0.3990 -0.2736 0.4642 0.210
H 1.2206 2.4130 3.2617 -0.1641 0.7651 -0.4803 0.036
H 1.2538 4.2153 3.0455 0.9431 -0.1079 0.2848 0.420
H 3.3646 3.6516 2.1548 -0.5245 -0.0860 0.0999 0.230
C 4.9672 0.2385 -4.6100 0.2097 0.3728 -0.4027 -0.461
C 5.1035 0.8007 -6.0348 -0.3544 0.6211 0.8291 -0.325
O 5.1311 2.2607 -6.0257 0.3281 -1.1651 0.1839 -0.532
H 3.9661 0.3656 -4.1744 0.2975 -0.0875 -0.2021 -0.164
H 5.6976 0.7102 -3.9390 -0.1355 -0.0894 -0.1858 0.219
H 5.2320 -0.8228 -4.6956 -0.2917 0.1242 0.3103 0.367
H 4.2502 0.5052 -6.6276 -0.3170 -0.3197 -0.2462 0.280
H 5.9888 0.3177 -6.4533 0.2442 0.5651 -0.2705 0.361
H 5.1632 2.5609 -6.9398 0.0109 -0.0393 0.0558 0.290
C -1.1076 4.5726 -3.3100 -0.2745 1.0714 0.2947 -1.312
C -1.1969 4.4839 -1.7857 2.1267 -1.2965 -0.5355 0.477
O -2.4743 4.8301 -1.3670 -0.3178 0.4293 1.3371 -0.547
H -0.1429 4.2431 -3.7010 -0.0466 0.1062 0.1472 0.263
H -1.2998 5.6208 -3.5738 0.3645 -0.1027 -0.1637 0.362
H -1.8997 4.0333 -3.8195 -0.1055 -0.4561 0.2399 0.322
H -0.4039 5.1365 -1.2824 -0.8729 -0.6898 -0.7584 0.351
H -0.9496 3.4089 -1.5208 -0.2327 0.9202 0.0853 -0.246
H -2.3623 4.9768 -0.4072 -0.6484 -0.0468 -0.6620 0.319
C -3.9287 1.4982 -2.5979 -0.0018 0.3212 -0.2943 -0.842
C -4.2955 0.1605 -1.9798 -0.2595 -0.3579 0.0166 0.804
O -4.9965 -0.6126 -2.9484 -0.1614 -0.6270 -0.5170 -0.603
H -3.5378 2.1960 -1.8440 0.0014 -0.1945 -0.1542 0.183
H -4.8179 1.9787 -3.0429 0.2283 -0.2834 0.2652 0.442
H -3.1930 1.3991 -3.4180 -0.2109 -0.1116 0.4562 0.063
H -4.9670 0.2958 -1.1099 0.4286 0.0714 -0.1553 0.172
H -3.4179 -0.4223 -1.6800 -0.0045 0.3874 0.2117 -0.521
H -4.8191 -1.5658 -2.8474 -0.0233 0.7779 0.1689 0.334
C -0.3708 -0.3851 5.8404 1.0035 -0.8303 -0.9857 -0.965
C -0.8206 0.9834 5.5346 1.0750 1.8537 -0.2846 0.494
O -2.0409 0.9557 4.9041 -2.2981 -1.0867 -0.5499 -0.345
H -0.7780 -0.7980 6.7215 -0.6512 -0.3293 1.1152 0.409
H 0.7170 -0.4388 5.9265 -0.0436 0.0727 0.0421 0.352
H -0.6540 -1.0401 5.0156 0.0917 -0.0745 -0.0798 0.011
H -0.1548 1.4882 4.8164 0.5424 -0.2098 0.4248 -0.373
H -0.8856 1.6163 6.4185 0.2322 0.0655 0.3476 0.411
H -2.3019 1.8120 4.5806 -0.0180 0.4465 -0.0130 0.205
C 0.7313 -4.0676 -2.2961 0.5332 -0.2650 -0.8353 -0.857
C -0.6763 -3.7615 -2.7219 -0.5356 0.3824 -0.6517 0.143
O -1.5861 -3.7872 -1.6435 -0.2807 -0.4854 -0.6427 -0.591
H 1.1479 -3.2368 -1.7368 0.0669 0.0959 0.3082 0.039
H 1.3574 -4.1847 -3.2088 -0.2163 -0.1079 0.6135 0.374
H 0.7399 -4.9801 -1.7000 0.2168 -0.0196 -0.0197 0.302
H -1.0178 -4.4724 -3.5179 0.1157 0.4086 0.8095 0.369
H -0.6737 -2.7574 -3.1961 -0.0873 -0.2377 0.0231 -0.103
H -1.1970 -3.3239 -0.8797 0.0516 0.3295 0.3456 0.369
```
Positions in Å, forces in eV/Å.

Properties
Lowest unoccupied orbital energy: 0.359 eV
SMILES: COC[C@H](C)N.COC[C@H](C)N.CCO.CCO.CCO.CCO.CCO.CCO.CCO.CCO.CCO.CCO
Orbital gap: 0.343 Ha

No. 2
Below is a 12-piece molecular cluster, C28H82N2O22 overall at a distorted geometry, with properties calculated with ωB97M-V/def2-TZVPD.

The geometry in XYZ format:
```
134
Properties=species:S:1:pos:R:3:forces:R:3:mulliken_charge:R:1
C 4.8192 1.2713 -2.2089 0.2198 0.5405 1.3948 -0.573
O 4.0952 2.4625 -1.8540 0.5749 -0.1737 -0.1451 -0.389
C 2.9804 2.8019 -2.6221 -0.7728 0.4657 0.4427 0.365
C 2.4464 4.1582 -2.0863 1.3666 0.0728 0.8423 0.115
C 2.0996 4.2126 -0.6171 -0.4268 -0.1741 1.0060 -1.527
N 1.2853 4.6720 -2.7931 0.3480 0.0837 -0.3763 -0.635
H 4.2280 0.3716 -2.0383 -0.3506 -0.0196 -0.8298 0.118
H 5.5645 1.1761 -1.4193 0.1292 0.2182 -0.0739 0.151
H 5.3738 1.3491 -3.1441 -0.5631 -0.1030 -0.3574 0.392
H 3.1914 2.8788 -3.6887 0.3206 0.1649 -0.2809 0.520
H 2.2103 2.0343 -2.5456 -0.3272 -0.1624 0.1185 -0.570
H 3.2553 4.8874 -2.1314 0.5089 -0.0892 -0.6231 0.442
H 1.7092 5.1846 -0.3158 -0.3383 0.3500 -0.5223 0.510
H 2.9230 4.1569 0.0949 0.2362 -0.8157 -0.3802 0.403
H 1.3013 3.5118 -0.3729 0.1590 -0.2874 0.2268 0.079
H 1.5266 4.7941 -3.7662 -0.1608 -0.0433 -0.3578 0.247
H 1.1928 5.6069 -2.4222 -0.4170 0.3021 -0.1195 0.301
C -0.5435 -3.0058 1.8992 0.9936 -0.8514 -0.5345 -0.065
O -0.6783 -4.3339 2.3746 -0.6831 0.2256 0.9693 -0.453
C -1.5171 -4.4751 3.5536 1.0919 -0.4621 -1.4286 -0.721
C -1.5808 -5.9953 3.8890 -0.3859 1.4919 -2.0298 0.399
C -2.1823 -6.7642 2.6599 0.5660 0.1013 0.7282 -1.235
N -2.4596 -6.1237 5.0288 0.1946 -0.7859 0.5444 -0.739
H 0.2504 -3.1016 1.1585 -0.0198 0.2023 -0.2469 0.074
H -0.1369 -2.3166 2.6393 -0.3560 0.1329 0.3979 0.174
H -1.4104 -2.6070 1.3725 -0.3552 -0.0312 0.3492 0.102
H -1.0835 -3.8826 4.3593 0.1902 -0.0514 0.3560 0.246
H -2.4858 -4.0285 3.3293 -0.4075 -0.3442 0.0824 0.342
H -0.5714 -6.3399 4.1137 0.2292 -0.0036 -0.1861 0.329
H -3.0237 -6.1884 2.2745 -0.1312 -0.2594 0.0480 0.273
H -2.4752 -7.7710 2.9575 -0.4356 0.0824 0.2685 0.364
H -1.4963 -6.9615 1.8362 0.2964 0.5768 0.1286 0.298
H -2.2068 -7.0412 5.3670 -0.7047 -0.5869 0.3234 0.280
H -2.0829 -5.5599 5.7774 -0.0640 0.5725 0.1863 0.259
O 1.9714 -0.3913 -3.8949 0.3079 0.3992 0.7385 -0.281
C 1.6843 -1.5123 -4.6413 -0.4789 -1.9267 -0.5741 -0.752
C 0.5332 -2.4076 -4.1341 -0.8476 0.5157 -0.2307 0.008
O 0.7566 -2.9244 -2.8711 0.2162 -0.0567 1.2158 -0.399
H 1.1203 0.0166 -3.7194 -0.3994 0.5759 0.2976 0.194
H 1.5345 -1.2422 -5.6867 -0.1930 -0.1096 -0.3408 0.405
H 2.5164 -2.2155 -4.6063 0.5322 0.3183 -0.0741 0.482
H 0.3033 -3.2393 -4.8002 0.4424 0.0012 -0.7234 0.478
H -0.4338 -1.9185 -4.0170 -0.0347 0.7054 -0.2897 -0.174
H 1.5682 -3.4358 -2.9066 0.2821 -0.2490 -0.0330 0.164
O -2.5150 5.8117 4.3481 0.8590 -0.2048 -0.5766 -0.538
C -2.0334 4.5165 3.9241 -1.0850 -0.4080 -0.5813 -0.400
C -1.5986 4.4186 2.4489 0.1218 0.7570 0.9984 0.392
O -0.4138 5.1658 2.3461 0.5956 0.3531 -0.6139 -0.481
H -2.9484 6.2398 3.6062 -0.2773 0.0097 -0.0775 0.331
H -1.1682 4.3043 4.5523 -0.2367 -0.2690 0.0435 0.246
H -2.8697 3.8295 4.0528 0.1878 -0.4320 0.4180 0.304
H -2.3444 4.8636 1.7902 -0.4946 -0.0982 -0.1050 0.235
H -1.3824 3.4157 2.0809 -0.1406 -0.1929 0.4383 -0.433
H -0.6708 6.0184 2.7047 0.4682 0.3843 0.0814 0.382
O 3.0846 -4.3983 -2.8327 1.1619 -0.8154 -0.2381 -0.611
C 3.3134 -4.1905 -1.4601 -1.3201 1.2788 1.4693 -1.082
C 3.7166 -2.7237 -1.1631 0.6929 -0.0238 0.8066 1.284
O 5.1501 -2.5619 -1.3051 -0.8676 -0.5277 -0.1898 -0.666
H 3.9569 -4.6727 -3.1251 -0.0748 0.0569 -0.9157 0.358
H 2.3800 -4.4791 -0.9768 -0.5140 0.8176 0.1007 0.248
H 3.9225 -4.9359 -0.9486 1.0215 0.2190 -0.5887 0.540
H 3.3989 -2.4121 -0.1681 0.2623 -0.6401 0.6808 0.021
H 3.2081 -1.9294 -1.7096 -0.2862 -0.5820 -1.0973 -0.419
H 5.3740 -1.7276 -0.8863 0.0995 0.2443 0.2577 0.352
O -5.5633 -1.0668 1.9726 -0.2791 0.4568 0.1029 -0.558
C -5.3409 0.3376 1.9872 1.3345 0.0209 -0.6790 -0.666
C -3.9075 0.6570 1.4342 -1.4573 1.1257 1.1637 0.566
O -2.9433 0.1542 2.3364 -0.3596 -1.1591 0.1430 -0.534
H -4.7381 -1.4969 2.2086 0.2025 0.0129 0.2080 0.344
H -6.1320 0.8007 1.3974 0.1853 -0.0706 -0.3560 0.378
H -5.4225 0.8122 2.9650 0.0664 -0.4031 0.4668 0.300
H -3.7126 1.7258 1.5223 -0.7112 0.4683 -0.7273 -0.187
H -3.8333 0.3337 0.3959 0.2793 -0.3173 0.0860 -0.067
H -2.1457 0.0469 1.8130 0.5249 -0.1406 -0.2023 0.016
O -0.5924 0.8695 -3.7701 0.7498 -1.2189 1.1667 0.298
C -0.8544 0.9310 -5.1287 -1.9718 1.2486 -0.0324 -0.384
C -2.4092 1.1417 -5.2665 1.6134 -1.0914 -0.8514 -0.551
O -2.8776 2.2668 -4.5847 0.1580 0.1878 0.1126 -0.514
H -0.6486 1.7565 -3.4073 -0.2452 0.5304 0.5639 -0.136
H -0.3273 1.8224 -5.4687 0.1684 -0.1580 -0.9663 0.355
H -0.5727 0.0015 -5.6234 0.2164 0.1793 -0.0580 0.252
H -2.8185 0.2253 -4.8414 -0.4837 0.2610 0.0475 0.072
H -2.6649 1.2322 -6.3222 -0.1670 -0.2968 -0.1819 0.384
H -2.4808 3.0106 -5.0439 -0.1135 0.4415 0.1463 0.273
O -3.8718 -1.4237 -1.5985 0.5538 -0.1548 0.3263 -0.435
C -3.4485 -2.3513 -2.6147 0.4274 0.1099 -0.1797 -0.066
C -2.3601 -3.2957 -2.0155 -1.8141 0.9981 0.3504 0.049
O -2.9712 -3.9651 -0.9099 0.4213 -0.0757 -0.3957 -0.573
H -4.3499 -0.7385 -2.0712 -0.1704 0.1884 0.2562 0.251
H -4.3597 -2.8416 -2.9573 0.2630 -0.5821 -0.1427 0.344
H -3.0566 -1.7280 -3.4184 0.3374 -0.3354 -0.3731 -0.116
H -1.5789 -2.6321 -1.6449 0.4760 -0.1633 -0.1931 -0.179
H -1.9720 -4.0373 -2.7138 -0.0575 0.2073 0.0388 0.401
H -3.4119 -3.2505 -0.4444 -0.2843 -0.0517 0.4162 0.342
O 5.0720 -0.6915 3.7066 -0.3154 -1.0263 0.3492 -0.570
C 4.5708 0.4533 3.0716 1.2690 0.3367 0.1239 0.015
C 5.2970 0.7727 1.7417 -1.8847 0.3405 -0.5303 -0.391
O 4.9354 -0.0623 0.6254 0.5284 -0.3268 0.8769 -0.350
H 6.0223 -0.6249 3.8257 0.0074 0.1510 -0.0903 0.324
H 3.4825 0.3968 3.0482 0.1002 -0.5251 -0.8052 -0.135
H 4.6896 1.2939 3.7552 0.4636 0.5859 -0.0566 0.360
H 6.3856 0.8236 1.7635 -0.1022 -0.0745 0.4461 0.460
H 4.8650 1.7359 1.4702 0.5361 0.6606 0.0863 0.096
H 3.9779 -0.0052 0.6653 -0.7155 -0.2549 -0.3342 0.251
O 1.1127 1.2791 3.2458 0.9198 0.9648 -0.6197 -0.651
C -0.0159 0.6898 3.8054 0.2094 -1.4146 -0.2232 1.269
C 0.4401 -0.0806 5.0404 -1.6306 0.0712 -0.1407 -0.608
O 0.6444 0.8827 6.0337 0.6325 0.4992 0.7544 -0.547
H 1.4137 1.9618 3.8499 0.2209 0.1587 0.0163 0.337
H -0.7848 1.4568 3.8976 -0.3011 -0.3508 0.7769 0.190
H -0.3538 -0.0281 3.0580 -0.2341 -0.0763 0.0246 -1.092
H 1.3374 -0.6748 4.8681 0.1188 0.1369 -0.4900 0.393
H -0.3401 -0.7658 5.3717 -0.2580 -0.2229 -0.0958 0.352
H 1.1642 0.4620 6.7225 0.0349 0.2420 0.2486 0.319
O 2.0602 0.2733 0.9480 -0.1697 0.8147 -1.2649 -0.061
C 1.2545 0.1478 -0.2468 -0.3233 -0.8870 -0.0638 0.181
C -0.1501 0.8017 -0.2451 0.9855 -0.3205 -0.3111 0.848
O -1.0707 -0.0760 0.3509 -0.6447 -0.3049 1.2493 1.548
H 1.4756 0.4171 1.6957 0.1123 0.3226 0.4226 -0.054
H 1.7725 0.4679 -1.1509 0.5354 0.1762 0.3504 -0.338
H 1.1602 -0.9375 -0.2826 -0.6261 -0.0855 -0.8647 -0.060
H -0.6074 1.0299 -1.2079 1.0404 0.1130 -0.3843 -0.457
H -0.0577 1.7561 0.2730 -0.3343 0.0216 0.4761 -0.570
H -1.6206 -0.4672 -0.3319 -0.0894 -0.1375 -0.1295 -0.653
O -0.8928 3.2675 -2.2239 -2.1577 -0.2984 1.4393 -0.535
C -1.7283 3.8590 -1.1435 -0.1839 -2.0034 -1.3007 -0.388
C -3.0122 2.9998 -0.9850 -0.1343 0.7965 -1.4917 0.555
O -3.8976 3.0228 -2.1334 0.7202 0.3348 1.3232 -0.674
H -0.0927 3.7974 -2.2518 0.9102 0.5680 -0.5783 0.132
H -1.2250 3.7113 -0.1880 0.3501 0.6256 0.0066 0.050
H -1.9092 4.8901 -1.4473 -0.1974 0.0695 0.5153 0.414
H -3.6028 3.3656 -0.1450 0.1157 -0.0553 0.0707 0.474
H -2.7072 1.9670 -0.8168 0.1150 -0.0316 0.2817 -0.598
H -3.3318 2.8172 -2.8812 -0.0122 -0.2515 -0.5383 0.440
```
Positions in Å, forces in eV/Å.

Properties
Lowest unoccupied orbital energy: 0.260 eV
SMILES: COC[C@H](C)N.COC[C@H](C)N.OCCO.OCCO.OCCO.OCCO.OCCO.OCCO.OCCO.OCCO.OCCO.OCCO
Orbital gap: 0.357 Ha

For reference, energy by record: -2128.232258; -2880.545013 a.u..
For reference, energy relative to the best compared isomer or geometry (same formula, charge and spin) by record: 1.1398; 2.7193 eV.